Record 1
Molecular formula: C6H11O
Method: DFT, ωB97M-V/def2-TZVPD

Properties
expectation value of S²	0.754
HOMO level (spin up / spin down)	-7.809 / -7.808	eV
energy relative to the best compared isomer or geometry (same formula, charge and spin)	140.5	kcal per mole
maximum force	0.091	Eh/bohr
LUMO level (spin up / spin down)	0.19 / -1.25	eV
frontier orbital gap (spin up / spin down)	8.00 / 6.56	eV
2S+1	2

Positions of all 18 atoms, in Å:
C: -3.499 -0.291 0.312
O: -4.231 0.700 -0.302
C: -1.975 -0.168 0.064
C: 1.652 -0.976 0.623
C: 1.935 0.276 0.262
C: 1.964 1.632 0.553
C: 2.429 -0.374 -0.973
H: -3.744 -1.306 -0.109
H: -3.715 -0.313 1.428
H: -1.557 0.741 0.590
H: -1.774 -0.049 -1.029
H: 2.362 -1.676 1.027
H: -1.479 -1.095 0.403
H: 2.291 2.325 -0.271
H: 1.447 1.961 1.465
H: 3.431 -0.804 -0.850
H: 2.712 0.429 -1.651
H: 1.751 -1.013 -1.543

Atoms 1-6, force components in eV/Å:
C 0.35 -0.10 0.95
O 0.29 -0.73 0.00
C 0.26 0.77 -0.28
C -1.81 -0.95 0.83
C 0.09 3.92 2.60
C -0.45 -1.79 -1.36

***

Record 2
Molecular formula: C6H11P
Method: DFT, ωB97M-V/def2-TZVPD

Properties
HOMO level	-8.672	eV
energy relative to the best compared isomer or geometry (same formula, charge and spin)	47.0	kcal per mole
maximum force	0.116	Eh/bohr
LUMO level	-0.05	eV
frontier orbital gap	8.62	eV
structure (SMILES)	[H]/P=C(/C=C)C(C)C

Positions of all 18 atoms, in Å:
H: -0.782 -2.527 0.481
P: -1.810 -1.634 0.141
C: -0.875 -0.232 -0.032
C: -1.761 1.077 -0.176
C: -1.506 2.376 -0.100
C: 0.639 -0.043 -0.143
C: 1.253 -0.997 -1.150
C: 1.265 -0.499 1.257
H: -2.697 0.923 -0.552
H: -2.084 3.230 -0.388
H: -0.520 2.666 0.360
H: 0.720 1.067 -0.467
H: 1.032 -1.947 -0.899
H: 2.261 -0.742 -1.160
H: 0.740 -0.944 -2.197
H: 1.047 -1.460 1.542
H: 2.276 -0.489 1.346
H: 0.805 0.174 2.139

Atoms 1-6, force components in eV/Å:
H 0.41 -0.27 -0.24
P 0.02 0.93 0.19
C -1.43 1.99 -0.02
C 2.09 -1.05 -0.34
C 3.43 -0.12 1.62
C -0.88 0.09 1.31

***

Record 3
Molecular formula: C6H11P
Method: DFT, ωB97M-V/def2-TZVPD

Properties
HOMO level	-8.693	eV
energy relative to the best compared isomer or geometry (same formula, charge and spin)	74.0	kcal per mole
maximum force	0.125	Eh/bohr
LUMO level	0.71	eV
frontier orbital gap	9.41	eV
structure (SMILES)	C/C=P\CC.C#C

Positions of all 18 atoms, in Å:
C: 0.891 -1.615 0.718
C: 0.104 -1.301 -0.475
P: 0.085 -0.046 -1.531
C: 1.367 1.118 -0.981
C: 0.948 1.874 0.238
H: 1.918 -1.414 0.878
H: 0.876 -2.705 1.214
H: 0.470 -1.077 1.535
H: -0.725 -2.038 -0.587
H: 2.377 0.528 -0.949
H: 1.537 1.743 -1.855
H: -0.092 2.175 0.082
H: 0.999 1.293 1.146
H: 1.485 2.837 0.621
C: -3.078 -0.450 -0.572
C: -2.998 -0.251 0.561
H: -3.288 -0.755 -1.601
H: -2.875 0.083 1.561

Atoms 1-6, force components in eV/Å:
C 0.03 -2.77 2.77
C -0.56 -1.51 -0.17
P -0.64 -0.11 -0.66
C 3.00 -1.18 -0.81
C 0.22 2.13 1.55
H 1.33 0.79 -1.02

***

Record 4
Molecular formula: C6H11P
Method: DFT, ωB97M-V/def2-TZVPD

Properties
expectation value of S²	2.007
HOMO level (spin up / spin down)	-6.074 / -9.773	eV
energy relative to the best compared isomer or geometry (same formula, charge and spin)	12.0	kcal per mole
maximum force	0.165	Eh/bohr
LUMO level (spin up / spin down)	1.12 / -2.31	eV
frontier orbital gap (spin up / spin down)	7.19 / 7.46	eV
2S+1	3

Positions of all 18 atoms, in Å:
C: 0.132 -0.189 1.250
C: 0.517 1.238 -0.301
C: -0.706 1.103 0.615
C: 1.056 -0.145 0.096
C: -2.057 0.867 0.044
C: 1.015 -1.355 -0.860
P: -0.005 -0.837 2.745
H: 0.202 1.363 -1.344
H: 1.133 2.068 -0.006
H: -0.672 1.972 1.240
H: 2.163 -0.225 0.434
H: -2.717 0.927 0.811
H: -2.017 -0.083 -0.449
H: -2.305 1.529 -0.746
H: 0.053 -1.532 -1.450
H: 1.273 -2.331 -0.322
H: 1.764 -1.289 -1.697
H: 1.219 -1.459 2.604

Atoms 1-6, force components in eV/Å:
C -2.13 4.82 -6.63
C -0.80 -0.70 -1.54
C 3.00 -0.95 1.42
C 2.10 -1.18 0.33
C 2.25 -0.87 -1.64
C -0.32 -1.45 -1.62

***

Record 5
Molecular formula: C6H12
Method: DFT, ωB97M-V/def2-TZVPD

Properties
HOMO level	-8.160	eV
energy relative to the best compared isomer or geometry (same formula, charge and spin)	87.0	kcal per mole
maximum force	0.007	Eh/bohr
LUMO level	0.90	eV
frontier orbital gap	9.06	eV

Positions of all 18 atoms, in Å:
C: 1.692 0.641 -0.745
C: 0.333 0.621 -0.048
C: 0.314 1.594 1.148
C: 0.023 -0.636 0.698
C: -1.393 -1.006 0.534
C: -1.010 -1.786 -0.765
H: 1.712 -0.030 -1.612
H: 1.924 1.651 -1.105
H: 2.481 0.325 -0.055
H: -0.450 0.944 -0.762
H: -0.673 1.622 1.622
H: 1.047 1.277 1.897
H: 0.566 2.601 0.805
H: 0.082 -1.963 -0.783
H: -1.793 -1.676 1.298
H: -2.120 -0.206 0.318
H: -1.259 -1.200 -1.652
H: -1.477 -2.773 -0.794

Atoms 1-6, force components in eV/Å:
C 0.06 0.00 -0.01
C 0.05 -0.06 -0.02
C -0.02 0.14 0.16
C -0.21 0.08 -0.26
C -0.02 -0.02 0.17
C -0.05 -0.04 -0.19

***

Record 6
Molecular formula: C6H12
Method: DFT, ωB97M-V/def2-TZVPD

Properties
HOMO level	-9.236	eV
energy relative to the best compared isomer or geometry (same formula, charge and spin)	59.7	kcal per mole
maximum force	0.033	Eh/bohr
LUMO level	1.22	eV
frontier orbital gap	10.46	eV
structure (SMILES)	CCCC1CC1

Positions of all 18 atoms, in Å:
C: -2.055 1.028 0.705
C: -1.038 0.445 -0.246
C: -0.543 -0.984 -0.010
C: 0.947 -1.071 -0.490
C: 1.759 0.279 -0.829
C: 1.857 -0.441 0.490
H: -3.022 0.533 0.633
H: -2.204 2.089 0.465
H: -1.694 0.945 1.735
H: -0.166 1.095 -0.195
H: -1.421 0.494 -1.271
H: -0.586 -1.237 1.071
H: -1.205 -1.744 -0.468
H: 1.192 -1.941 -1.082
H: 1.126 0.998 -1.316
H: 2.767 0.507 -1.189
H: 1.458 -0.065 1.426
H: 2.828 -0.932 0.571

Atoms 1-6, force components in eV/Å:
C -0.23 -0.02 0.12
C -0.16 0.00 -0.12
C 0.27 0.25 -0.21
C 0.25 0.15 -0.39
C -0.05 -0.64 -0.32
C 0.17 0.19 0.27